{
  "formula": "C5H7I",
  "method": "ωB97M-V with the def2-TZVPD basis set",
  "energy_ha": -492.27137,
  "smiles": "C=C(C)I.C#C",
  "charge": 0,
  "gap_ev": 9.667,
  "e_homo_ev": -9.2,
  "molar_mass_g_mol": 194.015,
  "symbols": ["C", "C", "C", "I", "H", "H", "H", "H", "H", "C", "C", "H", "H"],
  "xyz": [[-0.3950, -0.5976, 1.5356], [-0.7478, -0.6077, 0.3193], [0.0107, -1.1019, -0.8812], [-2.6949, 0.1563, -0.1932], [0.4337, -1.2135, 1.8999], [-0.8714, 0.0564, 2.1875], [-0.5711, -1.8676, -1.4259], [1.0500, -1.5754, -0.8242], [0.0436, -0.2169, -1.5266], [0.6871, 2.0324, -0.7263], [1.2714, 1.5466, 0.2115], [0.1350, 2.4580, -1.5156], [1.6487, 0.9310, 0.9390]]
}

***

{
  "formula": "C5H7INS",
  "method": "ωB97M-V with the def2-TZVPD basis set",
  "energy_ha": -944.91028,
  "charge": 1,
  "gap_ev": [6.947, 5.971],
  "e_homo_ev": [-12.8, -12.6],
  "molar_mass_g_mol": 240.089,
  "symbols": ["C", "C", "C", "C", "C", "N", "S", "I", "H", "H", "H", "H", "H", "H", "H"],
  "xyz": [[0.1974, 0.0786, -0.1308], [1.2254, -0.6911, -0.6909], [-1.1393, -1.2733, 1.3176], [2.0241, 0.0139, -1.7698], [-1.7266, 1.0147, 1.1200], [-0.8291, -0.1727, 0.7825], [1.6782, -2.2633, -0.2702], [-2.4741, -2.1287, 2.5924], [0.1185, 1.1341, -0.3243], [2.0004, 1.0851, -1.8133], [3.0256, -0.1643, -1.5336], [1.6634, -0.3376, -2.8536], [-2.7157, 0.7173, 1.6773], [-1.0372, 1.6467, 1.7919], [-2.0111, 1.3406, 0.1047]]
}

***

{
  "formula": "C5H7IO",
  "method": "ωB97M-V with the def2-TZVPD basis set",
  "energy_ha": -567.44877,
  "charge": 0,
  "gap_ev": [7.332, 8.400],
  "e_homo_ev": [-7.6, -7.9],
  "molar_mass_g_mol": 210.014,
  "symbols": ["C", "C", "C", "C", "C", "O", "I", "H", "H", "H", "H", "H", "H", "H"],
  "xyz": [[0.4381, 0.7876, 1.3108], [-0.7443, 0.4935, -0.9345], [1.0891, -0.9813, -1.3322], [-0.7650, 0.3658, 0.5590], [0.0636, -0.6748, 1.1201], [0.5431, 0.2878, -1.4561], [-0.0437, -2.1387, 2.5993], [1.1850, 1.3362, 0.6961], [0.2584, 1.2109, 2.2844], [-1.4583, -0.2205, -1.4498], [-1.2140, 1.5331, -1.3589], [2.1197, -0.9890, -1.6994], [0.3091, -1.6573, -1.2307], [-1.7808, 0.6467, 0.8919]]
}

***

{
  "formula": "C5H7IrO3",
  "method": "ωB97M-V with the def2-TZVPD basis set",
  "spin_multiplicity": 6,
  "energy_ha": -523.01640,
  "charge": 3,
  "gap_ev": [4.665, 5.724],
  "s2": 8.77,
  "e_homo_ev": [-20.3, -23.6],
  "molar_mass_g_mol": 307.325,
  "symbols": ["O", "Ir", "O", "C", "O", "C", "C", "H", "H", "H", "H", "C", "C", "H", "H", "H"],
  "xyz": [[1.5999, 0.6414, 0.0358], [2.5999, 2.3019, -0.1969], [0.6779, 2.5531, -0.3214], [0.4066, 1.3519, -0.0396], [-0.6690, 0.7917, 0.1062], [1.6069, -0.7986, 0.2207], [2.9649, -1.3213, -0.0207], [1.2558, -1.0122, 1.2381], [0.8766, -1.2110, -0.4967], [3.3129, -2.1846, 0.5443], [3.5371, -0.9759, -0.8829], [-3.0542, -0.2500, -0.6593], [-3.9311, 0.2767, 0.1029], [-4.7823, 0.8227, -0.3358], [-3.7305, 0.3496, 1.1855], [-2.6715, -1.3353, -0.4802]]
}

***

{
  "formula": "C5H7LiO4",
  "method": "ωB97M-V with the def2-TZVPD basis set",
  "spin_multiplicity": 2,
  "energy_ha": -502.98845,
  "charge": 1,
  "gap_ev": [8.494, 11.494],
  "s2": 0.75,
  "e_homo_ev": [-11.8, -15.0],
  "molar_mass_g_mol": 138.048,
  "symbols": ["O", "C", "C", "H", "H", "H", "H", "O", "Li", "H", "O", "O", "C", "C", "C", "H", "H"],
  "xyz": [[-0.6124, 1.4048, 2.1035], [-0.6913, 0.5140, 1.2732], [-1.5319, -0.6942, 1.4253], [-0.0814, 0.5753, 0.3491], [-2.2441, -0.7276, 0.5857], [-0.8844, -1.5779, 1.3116], [-2.0557, -0.7149, 2.3864], [2.3847, 2.4834, 1.8079], [0.5899, 2.8477, 2.3395], [2.5070, -1.6024, 1.1472], [2.3885, 0.2586, 2.0350], [3.9050, 1.1258, 0.6415], [3.1827, -0.8520, 1.5809], [4.0926, -0.2141, 0.5786], [2.8927, 1.4021, 1.6310], [3.7160, -1.2864, 2.4402], [5.0828, -0.5693, 0.2953]]
}

***

{
  "formula": "C5H7N",
  "method": "ωB97M-V with the def2-TZVPD basis set",
  "energy_ha": -249.31490,
  "charge": 0,
  "gap_ev": 9.364,
  "e_homo_ev": -8.3,
  "molar_mass_g_mol": 81.118,
  "symbols": ["C", "C", "C", "C", "N", "C", "H", "H", "H", "H", "H", "H", "H"],
  "xyz": [[-0.2963, 0.8740, 0.9390], [-1.1753, -0.3143, 0.6512], [-0.6517, -1.1337, -0.2570], [0.6419, -0.6231, -0.8144], [0.7009, 1.0418, -1.3825], [0.8716, 0.7251, -0.0590], [0.0597, 0.8619, 1.9771], [-0.8197, 1.8234, 0.7783], [-2.1396, -0.4622, 1.1301], [-1.1042, -2.0510, -0.6209], [1.5424, -1.2386, -0.8154], [0.4936, -0.3121, -1.9112], [1.8769, 0.8088, 0.3848]]
}

***

{
  "formula": "C5H7N",
  "method": "ωB97M-V with the def2-TZVPD basis set",
  "energy_ha": -249.17848,
  "charge": 0,
  "gap_ev": 8.622,
  "e_homo_ev": -8.4,
  "molar_mass_g_mol": 81.118,
  "symbols": ["C", "C", "C", "C", "C", "H", "H", "H", "H", "H", "H", "H", "N"],
  "xyz": [[0.7373, 1.9347, 0.3790], [-0.0728, 0.6898, 0.1923], [-0.8199, -0.2672, 0.0158], [-1.6683, -1.4374, -0.1483], [-0.9159, -2.8217, -0.0439], [2.6538, 2.4142, -0.0934], [2.6047, 0.4637, -0.2212], [0.1213, 2.9303, -0.1094], [0.8922, 2.1208, 1.6390], [-2.9450, -1.1153, -0.2160], [-1.6054, -3.6867, -0.2265], [0.4199, -3.0692, 0.0643], [2.0423, 1.6218, -0.4581]]
}

***

{
  "formula": "C5H7N",
  "method": "ωB97M-V with the def2-TZVPD basis set",
  "energy_ha": -249.36464,
  "charge": 0,
  "gap_ev": 10.539,
  "e_homo_ev": -9.4,
  "molar_mass_g_mol": 81.118,
  "symbols": ["C", "C", "C", "C", "N", "C", "H", "H", "H", "H", "H", "H", "H"],
  "xyz": [[1.9357, 0.1089, -0.4255], [-0.2110, -0.2592, 1.1643], [-0.4153, 0.6673, -0.0060], [-1.7092, -0.1750, -0.0910], [-1.1075, -1.1324, 0.8861], [0.6781, 0.0470, -0.8544], [2.2022, 0.8246, 0.3511], [2.7027, -0.5848, -0.7421], [0.5751, -0.2984, 1.9183], [-0.4226, 1.7620, 0.0535], [-2.0192, -0.5538, -1.0697], [-2.5647, 0.2761, 0.4147], [0.3556, -0.6825, -1.5992]]
}

***

{
  "formula": "C5H7N",
  "method": "ωB97M-V with the def2-TZVPD basis set",
  "energy_ha": -249.35561,
  "smiles": "C#C[C@@H]1CN1C",
  "charge": 0,
  "gap_ev": 10.461,
  "e_homo_ev": -9.3,
  "molar_mass_g_mol": 81.118,
  "symbols": ["C", "C", "C", "C", "N", "C", "H", "H", "H", "H", "H", "H", "H"],
  "xyz": [[2.8887, -0.8893, -0.3694], [1.7662, -0.4526, -0.4103], [0.4250, 0.1016, -0.4825], [-0.0240, 1.2061, 0.4141], [-0.4680, -0.1432, 0.6404], [-1.8303, -0.4645, 0.2742], [3.8851, -1.2752, -0.3233], [-0.0197, 0.0946, -1.4806], [-0.7484, 1.9168, 0.0091], [0.6660, 1.5856, 1.1598], [-1.8471, -1.5289, 0.0275], [-2.2062, 0.1171, -0.5867], [-2.4874, -0.2679, 1.1276]]
}

***

{
  "formula": "C5H7N",
  "method": "ωB97M-V with the def2-TZVPD basis set",
  "energy_ha": -249.29547,
  "charge": 0,
  "gap_ev": 8.532,
  "e_homo_ev": -7.4,
  "molar_mass_g_mol": 81.118,
  "symbols": ["C", "C", "C", "C", "C", "N", "H", "H", "H", "H", "H", "H", "H"],
  "xyz": [[-3.5384, -0.2690, -0.0654], [-0.1588, 1.3793, 0.1297], [0.1430, 0.0154, -0.6362], [-1.1808, 0.4006, -0.1242], [1.3799, -0.7092, -0.0241], [-2.3591, -0.0378, -0.0142], [-4.2158, -0.7924, 0.5778], [0.2515, 1.3892, 1.1483], [-0.2395, 2.2193, -0.4108], [0.3731, 0.1236, -1.7271], [1.7335, -1.5609, -0.5717], [1.3367, -1.0897, 1.0757], [2.1446, 0.0342, -0.0836]]
}

***

{
  "formula": "C5H7N",
  "method": "ωB97M-V with the def2-TZVPD basis set",
  "energy_ha": -249.33334,
  "smiles": "C1[C@H]2[C@@H]1N1C[C@@H]21",
  "charge": 0,
  "gap_ev": 10.104,
  "e_homo_ev": -8.9,
  "molar_mass_g_mol": 81.118,
  "symbols": ["C", "C", "C", "N", "C", "C", "H", "H", "H", "H", "H", "H", "H"],
  "xyz": [[-1.0821, 0.8899, 0.2427], [-0.9602, -0.5404, -0.1523], [-0.2398, 0.5510, -0.9529], [1.0897, -0.1111, -0.7794], [1.4466, -0.1689, 0.6333], [0.4454, -1.1143, 0.0886], [-0.7687, 1.3147, 1.1914], [-2.0241, 1.2971, -0.1259], [-1.8243, -1.1890, -0.2742], [-0.3423, 1.1209, -1.8717], [1.1503, 0.6467, 1.2837], [2.4645, -0.5233, 0.7785], [0.6449, -2.1733, -0.0620]]
}

***

{
  "formula": "C5H7N",
  "method": "ωB97M-V with the def2-TZVPD basis set",
  "energy_ha": -249.33724,
  "smiles": "[H]/N=C\\C=C.C#C",
  "charge": 0,
  "gap_ev": 10.677,
  "e_homo_ev": -9.9,
  "molar_mass_g_mol": 81.118,
  "symbols": ["H", "N", "C", "C", "C", "H", "H", "H", "H", "C", "C", "H", "H"],
  "xyz": [[1.2044, -1.3183, 0.6577], [0.8308, -1.7623, -0.1857], [-0.3986, -1.4375, -0.2501], [-1.1312, -0.6322, 0.7569], [-0.6633, 0.4474, 1.3830], [-0.9748, -1.8231, -1.0999], [-2.0864, -1.0704, 1.0283], [-1.2618, 0.9836, 2.1157], [0.3279, 0.8432, 1.1754], [0.9384, 1.9675, -1.1045], [1.0379, 0.8485, -1.5390], [0.9338, 3.0061, -0.8681], [1.2428, -0.0525, -2.0697]]
}

***

{
  "formula": "C5H7N",
  "method": "ωB97M-V with the def2-TZVPD basis set",
  "energy_ha": -249.25828,
  "smiles": "C1[C@@H]2[C@H]1[C@@H]1N[C@H]21",
  "charge": 0,
  "gap_ev": 10.075,
  "e_homo_ev": -9.0,
  "molar_mass_g_mol": 81.118,
  "symbols": ["C", "C", "C", "C", "N", "C", "H", "H", "H", "H", "H", "H", "H"],
  "xyz": [[-1.3368, -0.1495, -0.2452], [-0.1300, 0.4183, -0.9320], [-0.1471, -1.0210, -0.4724], [1.0896, -0.7127, 0.4612], [0.7439, 0.6719, 1.3934], [1.0597, 0.7101, 0.0165], [-2.1742, -0.3354, -0.9124], [-1.6605, 0.1334, 0.7539], [-0.1844, 0.8358, -1.9312], [-0.2204, -1.9121, -1.0941], [1.2906, -0.6388, 1.6041], [-0.2343, 0.6808, 1.6451], [1.9039, 1.3190, -0.2869]]
}

***

{
  "formula": "C5H7N",
  "method": "ωB97M-V with the def2-TZVPD basis set",
  "energy_ha": -249.30766,
  "smiles": "CCCC1=C=N1",
  "charge": 0,
  "gap_ev": 9.820,
  "e_homo_ev": -9.3,
  "molar_mass_g_mol": 81.118,
  "symbols": ["C", "C", "C", "C", "C", "N", "H", "H", "H", "H", "H", "H", "H"],
  "xyz": [[-0.9814, 1.0904, -0.3425], [-0.9181, -0.2852, 0.3378], [0.3955, -1.0941, 0.0524], [1.5335, -0.2292, -0.0292], [2.2196, 0.7722, 0.5322], [2.7429, 0.0147, -0.5415], [-1.9308, 1.5123, 0.2229], [-0.1370, 1.7898, 0.0512], [-1.1179, 1.1244, -1.4677], [-1.5258, -1.0477, -0.1405], [-1.1042, -0.2403, 1.4137], [0.2174, -1.5708, -0.8783], [0.6062, -1.8364, 0.7894]]
}

***

{
  "formula": "C5H7N",
  "method": "ωB97M-V with the def2-TZVPD basis set",
  "energy_ha": -249.32485,
  "smiles": "C1[C@@H]2[C@H]1[C@@H]1N[C@H]21",
  "charge": 0,
  "gap_ev": 9.788,
  "e_homo_ev": -8.6,
  "molar_mass_g_mol": 81.118,
  "symbols": ["C", "C", "C", "C", "N", "C", "H", "H", "H", "H", "H", "H", "H"],
  "xyz": [[1.2219, -0.2946, 0.5754], [0.4342, -0.6872, -0.6310], [0.6723, 0.8225, -0.2140], [-0.8657, 0.9261, -0.0465], [-1.5881, -0.2344, 0.7962], [-1.0748, -0.4312, -0.5169], [2.2822, -0.4462, 0.3902], [0.9245, -0.4383, 1.6075], [0.8078, -1.4201, -1.3440], [1.3009, 1.6823, -0.4896], [-1.3856, 1.8448, -0.3342], [-0.9782, -0.6270, 1.5190], [-1.7514, -0.6967, -1.3121]]
}

***

{
  "formula": "C5H7N",
  "method": "ωB97M-V with the def2-TZVPD basis set",
  "energy_ha": -249.34626,
  "smiles": "C#C[C@@H]1CN1C",
  "charge": 0,
  "gap_ev": 10.363,
  "e_homo_ev": -9.3,
  "molar_mass_g_mol": 81.118,
  "symbols": ["C", "C", "C", "C", "N", "C", "H", "H", "H", "H", "H", "H", "H"],
  "xyz": [[2.7178, -1.0460, -0.1614], [1.6706, -0.5792, -0.5357], [0.2883, -0.1782, -0.7469], [-0.3135, 1.2036, -0.7974], [-0.2786, 0.4521, 0.4180], [-1.4091, -0.1059, 1.1132], [3.6366, -1.4507, 0.2040], [-0.2957, -0.9130, -1.3089], [-1.2628, 1.2850, -1.3406], [0.3024, 2.0997, -0.8318], [-1.0408, -0.9773, 1.6654], [-2.2554, -0.4202, 0.4801], [-1.7597, 0.6303, 1.8423]]
}

***

{
  "formula": "C5H7N",
  "method": "ωB97M-V with the def2-TZVPD basis set",
  "energy_ha": -249.41229,
  "smiles": "C[C@H]1C=CC=N1",
  "charge": 0,
  "gap_ev": 10.322,
  "e_homo_ev": -9.6,
  "molar_mass_g_mol": 81.118,
  "symbols": ["C", "C", "C", "C", "C", "N", "H", "H", "H", "H", "H", "H", "H"],
  "xyz": [[1.9090, -0.2084, -0.1835], [0.4125, -0.0906, 0.0759], [-0.5224, 1.0615, -0.1732], [-1.7711, 0.5267, -0.1251], [-1.5953, -0.9190, -0.1240], [-0.3592, -1.2949, -0.0198], [2.1675, -1.2730, -0.2341], [2.2403, 0.2868, -1.1002], [2.4579, 0.2174, 0.6676], [0.3237, 0.3029, 1.1099], [-0.1647, 2.0309, 0.1770], [-2.7061, 1.0225, 0.1214], [-2.3922, -1.6627, -0.1919]]
}